The following is a quantum chemistry calculation of a structure of composition C60H55N4O6P4SSiTeZn at a distorted geometry, from OMol25.

Each line ends with the Mulliken charge.
Element x y z (Å)
Zn1 0.75 -0.71 0.53  5.706
N1 3.77 2.01 3.58  0.108
C1 3.36 0.60 3.35  0.305
C2 4.10 -0.28 4.33  -1.460
P1 1.49 0.66 3.57  0.710
O1 1.26 -0.21 4.93  -0.725
O2 1.25 2.11 3.89  -0.982
O3 0.72 -0.02 2.50  -1.600
P2 3.87 0.33 1.54  1.019
O4 4.99 -0.82 1.63  -0.793
O5 4.53 1.64 1.22  -1.017
O6 2.78 -0.18 0.65  -1.098
H1 4.43 2.12 4.35  0.366
H2 2.84 2.49 3.77  0.397
H3 4.23 2.26 2.63  0.459
H4 3.82 -0.01 5.35  0.598
H5 5.18 -0.17 4.19  0.544
H6 3.85 -1.32 4.17  -0.325
H7 0.73 -0.97 4.71  0.343
H8 4.60 -1.67 1.40  0.298
Te1 -1.24 -2.11 -2.33  0.239
C3 -2.88 -1.83 -3.68  0.488
C4 -3.81 -0.82 -3.49  -0.020
C5 -4.82 -0.63 -4.41  -0.514
N2 -4.96 -1.38 -5.50  -0.710
C6 -4.09 -2.35 -5.68  -0.450
C7 -3.05 -2.63 -4.81  -0.466
C8 -1.41 0.03 -1.80  -1.645
P3 0.42 0.23 -1.89  0.876
C9 1.13 1.87 -2.40  1.065
C10 2.45 2.06 -2.02  -0.797
C11 3.17 3.15 -2.48  -0.508
C12 2.57 4.05 -3.34  -0.922
C13 1.25 3.86 -3.73  -0.971
C14 0.54 2.77 -3.28  -0.084
C15 0.72 -0.20 -3.67  1.904
C16 -0.27 0.01 -4.63  -1.002
C17 0.00 -0.19 -5.97  -0.962
C18 1.26 -0.60 -6.37  -0.810
C19 2.25 -0.79 -5.43  -0.822
C20 1.98 -0.58 -4.08  -1.142
P4 -1.81 -0.14 -0.02  0.881
C21 -2.33 1.54 0.50  -0.644
C22 -3.23 2.29 -0.26  0.597
C23 -3.69 3.51 0.20  -0.915
C24 -3.26 3.99 1.43  -0.852
C25 -2.37 3.25 2.19  -0.241
C26 -1.91 2.03 1.73  0.203
C27 -3.55 -0.83 0.19  0.896
C28 -4.06 -1.99 -0.41  0.028
C29 -5.33 -2.45 -0.13  -1.209
C30 -6.14 -1.80 0.78  -0.756
C31 -5.63 -0.69 1.44  -0.637
C32 -4.36 -0.23 1.15  -1.333
H9 -3.72 -0.17 -2.62  0.207
H10 -5.55 0.15 -4.28  0.382
H11 -4.22 -2.94 -6.58  0.395
H12 -2.36 -3.43 -5.01  0.381
H13 2.91 1.36 -1.33  -0.035
H14 4.20 3.29 -2.17  0.516
H15 3.12 4.91 -3.69  0.367
H16 0.79 4.57 -4.41  0.445
H17 -0.49 2.62 -3.60  0.308
H18 -1.26 0.33 -4.32  0.593
H19 -0.78 -0.04 -6.71  0.492
H20 1.47 -0.76 -7.42  0.390
H21 3.24 -1.11 -5.74  0.493
H22 2.77 -0.71 -3.35  0.524
H23 -3.57 1.90 -1.21  0.189
H24 -4.40 4.07 -0.39  0.374
H25 -3.63 4.94 1.80  0.391
H26 -2.04 3.62 3.15  0.491
H27 -1.23 1.45 2.33  -0.108
H28 -3.46 -2.56 -1.10  0.446
H29 -5.69 -3.33 -0.65  0.480
H30 -7.15 -2.15 0.98  0.365
H31 -6.22 -0.18 2.18  0.453
H32 -4.02 0.64 1.70  0.444
S1 0.92 6.75 0.82  -0.235
C33 0.77 4.99 0.56  -0.699
C34 -0.21 4.54 -0.31  -0.817
C35 -0.31 3.18 -0.51  0.079
N3 0.46 2.29 0.10  2.337
C36 1.39 2.73 0.92  -0.198
C37 1.61 4.08 1.18  -1.385
C38 -0.58 6.95 1.75  0.369
C39 -0.78 6.25 2.93  -0.179
C40 -1.93 6.50 3.65  -0.448
N4 -2.86 7.36 3.27  -0.630
C41 -2.68 8.00 2.13  -0.398
C42 -1.56 7.85 1.34  -0.223
H33 -0.86 5.22 -0.82  0.480
H34 -1.03 2.78 -1.21  -0.219
H35 2.01 1.98 1.37  -0.855
H36 2.39 4.40 1.84  0.518
H37 -0.05 5.53 3.28  0.476
H38 -2.12 6.00 4.59  0.405
H39 -3.48 8.68 1.84  0.357
H40 -1.44 8.41 0.43  0.425
C43 1.75 -5.30 -3.21  -0.880
C44 1.14 -5.95 -2.15  -0.786
C45 0.95 -5.30 -0.95  -0.612
C46 1.36 -3.99 -0.77  -0.179
C47 1.97 -3.35 -1.85  0.978
C48 2.16 -3.99 -3.06  -0.628
Si1 1.06 -3.01 0.85  1.078
C49 -0.29 -4.07 1.70  0.031
C50 -1.63 -3.69 1.62  -0.148
C51 -2.63 -4.48 2.15  -0.457
C52 -2.32 -5.68 2.76  -0.675
C53 -0.99 -6.07 2.87  -0.869
C54 0.01 -5.27 2.34  -0.236
C55 2.61 -3.42 1.89  1.368
C56 3.83 -3.75 1.31  -1.596
C57 4.95 -4.00 2.09  -0.169
C58 4.87 -3.94 3.47  -0.544
C59 3.67 -3.60 4.06  -0.829
C60 2.56 -3.34 3.28  -0.289
H41 1.90 -5.82 -4.15  0.376
H42 0.80 -6.97 -2.27  0.405
H43 0.46 -5.82 -0.13  0.282
H44 2.30 -2.32 -1.73  -0.187
H45 2.63 -3.47 -3.88  0.408
H46 -1.88 -2.76 1.14  -0.104
H47 -3.66 -4.15 2.07  0.445
H48 -3.10 -6.30 3.16  0.372
H49 -0.74 -7.00 3.35  0.391
H50 1.04 -5.58 2.42  0.467
H51 3.90 -3.82 0.23  0.096
H52 5.89 -4.26 1.61  0.393
H53 5.74 -4.14 4.08  0.381
H54 3.60 -3.54 5.14  0.434
H55 1.62 -3.08 3.75  0.524

Output
Charge: -1
M (g mol⁻¹): 1305.16
HOMO level (eV): -4.34
Total energy (hartree): -7090.6033
Maximum force (eV/A): 1.235
Energy relative to the best compared isomer or geometry (same formula, charge and spin) (kJ/mol): 87.0

The following is a quantum chemistry calculation of a cluster of 2 separate species, C9H20Si2 in total at a distorted geometry, from OMol25.

Each line ends with the Mulliken charge.
Element x y z (Å)
C1 -2.01 0.94 -1.21  -0.632
C2 -1.01 0.53 -0.40  0.514
C3 -3.43 0.99 -0.74  -0.806
C4 -1.31 0.01 0.97  -0.553
C5 -3.75 0.62 0.73  -0.677
C6 -2.78 -0.44 1.12  -0.903
C7 4.61 0.68 0.75  -1.071
C8 3.47 0.31 -0.17  -0.603
C9 2.07 0.93 0.21  -0.535
Si1 0.74 -3.50 -0.85  0.243
Si2 0.72 0.60 -1.05  -0.286
H1 -1.70 1.25 -2.18  0.384
H2 -3.99 1.85 -0.91  0.488
H3 -4.05 0.29 -1.24  0.349
H4 -0.55 -0.71 1.00  0.437
H5 -1.26 0.64 1.84  0.275
H6 -3.57 1.60 1.22  0.282
H7 -4.84 0.52 0.59  0.375
H8 -3.10 -1.21 0.51  0.378
H9 -2.75 -0.90 2.19  0.275
H10 4.70 1.76 0.56  0.288
H11 4.27 0.32 1.70  0.335
H12 5.56 0.19 0.31  0.285
H13 3.50 0.63 -1.28  0.300
H14 3.52 -0.75 -0.26  0.343
H15 2.34 1.94 0.32  0.407
H16 1.91 0.54 1.17  0.399
H17 1.70 -4.50 -0.06  -0.043
H18 -0.60 -3.55 -0.35  -0.083
H19 0.93 -3.32 -2.31  -0.051
H20 0.65 1.74 -2.18  -0.113

Output
M (g mol⁻¹): 184.43
HOMO level (spin up / spin down) (eV): -7.54 / -7.02
Total energy (hartree): -933.6641
Maximum force (eV/A): 3.557
Energy relative to the best compared isomer or geometry (same formula, charge and spin) (kJ/mol): 360.6